# 1
DFT (ωB97M-V with the def2-TZVPD basis set) results for 9 unconnected molecules or ions with the total composition C2H22N4O9 at a distorted geometry.

Geometry as ORCA input:
```
! RIJCOSX wB97M-V def2-TZVPD def2/J DEFGRID3
* xyz 1 2
O 0.11444 2.02769 2.33604
H -0.83423 2.15435 2.35003
H 0.45255 2.67858 2.95106
O 4.08987 0.03471 -1.68766
H 4.66642 0.44834 -2.33012
H 3.74873 0.76240 -1.16774
O 1.43460 0.32253 0.76265
H 1.39070 0.21236 -0.18718
H 0.89047 1.08965 0.94067
O 1.51062 0.43322 -1.99510
H 2.32670 -0.04063 -1.83481
H 1.69042 0.96555 -2.77003
O 0.09868 -0.49157 3.93489
H -0.79350 -0.43787 3.59232
H 0.45588 0.38809 3.81307
O 3.74057 0.35155 2.30322
H 4.19153 -0.42962 1.98286
H 2.97252 0.43404 1.73794
O -1.22586 2.61550 -0.28559
H -1.19200 2.03808 -1.04826
H -0.31364 2.85914 -0.12834
C -2.06995 -0.24372 -2.86153
O -1.96657 0.88479 -3.33923
N -1.13208 -1.00398 -2.35987
N -3.28422 -0.78933 -2.91462
H -1.30316 -1.85889 -1.85001
H -0.16808 -0.70552 -2.31818
H -4.00251 -0.27266 -3.40167
H -3.33109 -1.77687 -2.70807
C -2.05790 -1.58325 1.06477
O -3.28344 -1.62738 1.06145
N -1.30978 -0.58582 1.40448
N -1.29575 -2.57296 0.74324
H -1.88749 0.19931 1.66887
H -0.30752 -0.56300 1.28184
H -1.72378 -3.45717 0.50859
H -0.29215 -2.45967 0.75002
*
```

Output
Energy above the lowest of the compared OMol25 structures with the same formula, charge and spin = 0.0 kJ/mol
Gap between HOMO and LUMO (alpha / beta) = 0.346 / 0.121 hartree
Electronic energy = -26811.0001 eV

***

# 2
DFT (ωB97M-V with the def2-TZVPD basis set) results for a molecular structure, C2H27AlFO11 at a distorted geometry.

Geometry as ORCA input:
```
! RIJCOSX wB97M-V def2-TZVPD def2/J DEFGRID3
* xyz -1 1
C -1.04709 -0.46292 0.41142
C -0.19750 -1.68226 -0.34436
F 0.18499 -2.78154 0.58150
Al 1.43356 -0.75566 -1.21742
O 1.77568 -1.29521 -2.98860
H -0.32063 0.35160 0.89313
H -1.77987 -0.85177 1.23771
H -1.63458 0.09995 -0.45597
H -0.87853 -2.18059 -1.17916
H 1.19542 0.83940 -1.18683
H 2.66524 -1.02396 -0.25757
H 1.11204 -0.78576 -3.56456
O -1.26691 -1.64631 -5.16492
H -0.67393 -2.23779 -5.65226
H -1.05551 -1.81724 -4.23483
O 0.14781 1.08797 3.14281
H 0.26314 1.81067 3.77794
H -0.16970 0.34938 3.68377
O -1.86115 0.85533 -4.74965
H -1.97773 1.71406 -5.18322
H -1.97250 0.21376 -5.46726
O 2.44789 0.60436 5.29787
H 2.56270 0.15149 4.44892
H 2.87821 1.46243 5.16550
O -2.52805 0.31140 3.68590
H -3.34492 0.23262 4.20116
H -2.60547 1.17594 3.25515
O -2.99237 0.43869 6.54527
H -2.73307 0.62495 7.46018
H -2.15370 0.24990 6.09810
O 1.80250 2.51805 1.14917
H 2.08971 3.34821 1.55821
H 1.22075 2.11883 1.81338
O 1.86320 2.60388 -3.89137
H 1.30747 1.83857 -4.10221
H 2.25855 2.37754 -3.03612
O 0.25408 0.19269 -7.46750
H 0.54129 1.02285 -7.05846
H -0.32767 -0.20654 -6.80329
O 1.55901 -3.65238 3.28749
H 1.15571 -3.46550 2.42643
H 0.80192 -3.74908 3.88452
*
```

Output
Energy above the lowest of the compared OMol25 structures with the same formula, charge and spin = 110.2 kJ/mol
Gap between HOMO and LUMO = 0.249 hartree
Electronic energy = -34350.2969 eV

***

# 3
DFT (ωB97M-V with the def2-TZVPD basis set) results for a molecular structure, C2H27O12V at a distorted geometry.

Geometry as ORCA input:
```
! RIJCOSX wB97M-V def2-TZVPD def2/J DEFGRID3
* xyz 1 4
V 2.75284 -1.88365 -2.10543
C -0.01918 0.77902 0.30579
C 0.92080 -0.31815 0.18523
O 0.98916 -1.03537 -1.07260
H -0.01513 1.54184 -0.47280
H 0.11285 1.38929 1.19922
H -1.03214 0.37936 0.25810
H 0.91018 -1.01977 1.01933
H 1.85519 0.19926 0.40272
O -2.94739 1.63282 -1.18854
H -2.39768 2.17377 -0.62157
H -3.25767 2.23359 -1.86606
O 0.91884 4.37616 -0.57222
H 1.29255 3.68702 -1.12147
H 0.10737 3.99878 -0.23262
O -1.44216 3.64028 0.26520
H -1.94525 4.30530 -0.20478
H -1.60603 3.82454 1.19010
O 4.03779 1.76600 0.64744
H 4.30513 0.88218 0.39523
H 3.38980 1.63250 1.33920
O -3.87303 -0.74972 0.44396
H -3.89620 0.04286 -0.09224
H -3.09417 -1.21902 0.14503
O -0.44833 0.95877 3.77792
H -0.28162 1.85384 4.07337
H -1.39576 0.85100 3.86152
O 3.68372 -2.60845 1.58503
H 2.98246 -2.93666 1.02222
H 4.30250 -2.19654 0.98199
O -1.35483 -3.09228 -0.69641
H -0.65295 -2.47168 -0.89250
H -1.19565 -3.35611 0.20984
O -0.13658 -3.42001 1.63086
H 0.35989 -2.60276 1.67384
H -0.63244 -3.44290 2.44929
O -1.47096 -0.08603 -2.79084
H -1.90134 0.43851 -2.11567
H -0.77382 -0.54944 -2.32665
O 1.18300 -2.96863 -3.35146
H 0.69618 -3.73846 -3.05716
H 0.97007 -2.89109 -4.28144
*
```

Output
Energy above the lowest of the compared OMol25 structures with the same formula, charge and spin = 293.8 kJ/mol
Gap between HOMO and LUMO (alpha / beta) = 0.232 / 0.228 hartree
Electronic energy = -52759.8159 eV

***

# 4
DFT (ωB97M-V with the def2-TZVPD basis set) results for 13 unconnected molecules or ions with the total composition C2H29O13 at a distorted geometry.

Geometry as ORCA input:
```
! RIJCOSX wB97M-V def2-TZVPD def2/J DEFGRID3
* xyz -1 1
C 1.87938 0.26785 0.43901
C 0.51236 -0.48561 0.24523
O -0.69846 0.29182 0.28501
H 2.64150 -0.51136 0.42907
H 1.94306 0.97202 1.26858
H 2.22160 0.74720 -0.47817
H 0.31465 -1.24985 0.99686
H 0.55077 -1.04941 -0.68684
O 6.27078 1.84944 -1.24583
H 6.71488 1.02713 -1.03892
H 5.74867 1.65120 -2.02322
O -1.90277 1.00517 5.15677
H -1.65933 0.70834 4.27992
H -2.84319 0.83646 5.21477
O 0.59549 3.55131 -2.15311
H 1.10226 3.01072 -2.75906
H 0.07885 2.92442 -1.64682
O -4.57135 -2.07745 -0.76473
H -3.79964 -1.70577 -0.33746
H -4.54032 -3.00924 -0.54785
O -3.68918 -2.21159 3.03023
H -3.29678 -1.61721 2.39073
H -4.27149 -1.65609 3.54846
O -2.47737 3.91453 1.72149
H -2.90648 4.39802 1.01558
H -2.15730 3.11461 1.30447
O -0.40692 -5.75610 1.31570
H -1.31603 -5.49179 1.17470
H -0.44481 -6.35973 2.05761
O 2.68087 5.26157 1.01235
H 2.52244 4.64750 0.29538
H 3.08236 4.72975 1.69952
O -3.47060 2.28700 -2.54635
H -3.10675 1.69433 -1.88864
H -3.90596 1.71048 -3.17429
O 2.08559 1.15799 -5.17647
H 1.99123 0.45308 -5.81710
H 3.00673 1.12588 -4.91822
O 2.90225 -4.06104 3.24912
H 2.12553 -4.07701 2.68994
H 2.61332 -4.45449 4.07250
O -1.00028 -2.52699 -4.15414
H -0.21627 -3.07610 -4.14752
H -0.90346 -1.96120 -3.38815
*
```

Output
Energy above the lowest of the compared OMol25 structures with the same formula, charge and spin = 386.1 kJ/mol
Gap between HOMO and LUMO = 0.195 hartree
Electronic energy = -29161.2377 eV

***

# 5
DFT (ωB97M-V with the def2-TZVPD basis set) results for a molecular structure, C2H2AgFO at a distorted geometry.

Geometry as ORCA input:
```
! RIJCOSX wB97M-V def2-TZVPD def2/J DEFGRID3
* xyz 1 2
O 0.88560 -0.79575 -1.03601
C -0.20188 -0.64603 -0.50222
C -0.53890 0.02835 0.65990
H -0.86431 -0.61323 1.48767
F -1.40783 1.05847 0.53557
Ag 2.82083 -0.22463 -0.66191
H 1.51333 0.44920 0.72213
*
```

Output
Energy above the lowest of the compared OMol25 structures with the same formula, charge and spin = 156.4 kJ/mol
Gap between HOMO and LUMO (alpha / beta) = 0.339 / 0.259 hartree
Electronic energy = -10856.5841 eV

***

# 6
DFT (ωB97M-V with the def2-TZVPD basis set) results for a molecular structure, C2H2AgNaO2 at a distorted geometry.

Geometry as ORCA input:
```
! RIJCOSX wB97M-V def2-TZVPD def2/J DEFGRID3
* xyz 1 2
H -2.99657 1.01664 -1.90670
O 2.15173 0.11697 0.33345
C 0.97078 0.18967 0.39498
C -0.34050 0.38136 0.41965
O -1.26680 -0.49180 0.05525
Na 4.35532 -0.00926 0.40461
H -0.61354 1.40353 0.72834
Ag -2.26042 -2.60711 -0.42957
*
```

Output
Energy above the lowest of the compared OMol25 structures with the same formula, charge and spin = 0.8 kJ/mol
Gap between HOMO and LUMO (alpha / beta) = 0.191 / 0.190 hartree
Electronic energy = -14605.0989 eV

***

# 7
DFT (ωB97M-V with the def2-TZVPD basis set) results for 2 unconnected molecules or ions with the total composition C2H2BF2NO3 at a distorted geometry.

Geometry as ORCA input:
```
! RIJCOSX wB97M-V def2-TZVPD def2/J DEFGRID3
* xyz 0 1
B -0.94237 -0.77341 0.54911
C 1.86323 0.58510 -0.14291
C 0.93843 1.44578 -0.72478
N 2.70960 0.15335 0.49997
O 0.10505 -1.40492 -0.03825
O -2.15750 -1.33985 0.86003
O -0.96746 0.54573 0.55018
F 0.50496 1.41650 -1.95966
F 0.68893 2.58769 -0.14058
H 0.21261 -2.33517 -0.05238
H -2.95547 -0.88081 0.59927
*
```

Output
Gap between HOMO and LUMO (alpha / beta) = 0.259 / 0.375 hartree
Electronic energy = -15849.4603 eV

***

# 8
DFT (ωB97M-V with the def2-TZVPD basis set) results for a gas-phase ion, C2H2BO3 (charge -1) at a distorted geometry.

Geometry as ORCA input:
```
! RIJCOSX wB97M-V def2-TZVPD def2/J DEFGRID3
* xyz -1 1
B -0.19871 -0.61023 1.01050
C -1.01336 -1.35968 -0.03618
O -2.14462 -1.49621 -0.55765
C -0.02118 -2.47382 -0.65255
O 0.24687 -3.37485 0.07517
O 0.34915 -2.13504 -1.78665
H 0.68436 0.08705 0.60069
H 0.08371 -1.04060 2.11174
*
```

Output
Energy above the lowest of the compared OMol25 structures with the same formula, charge and spin = 131.5 kJ/mol
SMILES = BC(=O)C(=O)[O-]
Gap between HOMO and LUMO = 0.255 hartree
Electronic energy = -8925.0629 eV

***

# 9
DFT (ωB97M-V with the def2-TZVPD basis set) results for a molecular structure, C2H2Br2INO at a distorted geometry.

Geometry as ORCA input:
```
! RIJCOSX wB97M-V def2-TZVPD def2/J DEFGRID3
* xyz 0 1
C -0.23940 0.29352 -0.78008
C 0.54429 0.44960 0.87935
N -0.67685 -0.94185 -0.91600
O -0.26263 1.26282 -1.45619
Br 1.55785 -1.10714 1.37187
Br -0.97673 0.67795 2.08583
I 1.73419 2.22871 0.78542
H -0.52291 -1.64717 -0.20877
H -1.15781 -1.21645 -1.76143
*
```

Output
Energy above the lowest of the compared OMol25 structures with the same formula, charge and spin = 0.0 kJ/mol
Gap between HOMO and LUMO = 0.342 hartree
Electronic energy = -153829.0369 eV

***

# 10
DFT (ωB97M-V with the def2-TZVPD basis set) results for a molecular structure, C2H2Br4O at a distorted geometry.

Geometry as ORCA input:
```
! RIJCOSX wB97M-V def2-TZVPD def2/J DEFGRID3
* xyz 0 1
C 1.15316 -0.03207 -0.80794
C -0.34596 -0.14460 -0.01909
O -0.29459 -0.09968 1.34816
Br 1.86673 1.71648 -0.39612
Br 2.14300 -1.59986 -0.27793
Br -1.33704 -1.86792 -0.53908
Br -1.38279 1.36246 -0.59687
H 0.89442 0.09874 -1.79460
H -1.12540 0.23474 1.73068
*
```

Output
Energy above the lowest of the compared OMol25 structures with the same formula, charge and spin = 8.9 kJ/mol
Gap between HOMO and LUMO = 0.371 hartree
Electronic energy = -284322.8118 eV